No. 1
Density functional theory data (ωB97M-V with the def2-TZVPD basis set) for a 4-piece molecular cluster, C18H46ClFN4O4P overall.

Geometry (Å):
O  1.261  3.489  1.878
P  2.530  2.496  2.017
Cl  1.818  0.702  1.294
C  3.733  3.186  0.742
C  5.091  2.857  1.381
N  5.276  1.422  0.945
C  4.565  1.202  -0.376
C  3.953  2.555  -0.648
C  2.907  2.705  -1.742
C  1.707  1.787  -1.718
F  1.239  1.666  -3.020
H  1.064  3.768  2.790
H  3.511  4.237  0.643
H  5.043  2.957  2.446
H  5.855  3.437  0.897
H  6.267  1.193  0.892
H  4.873  0.832  1.680
H  5.316  0.917  -1.097
H  3.879  0.379  -0.318
H  4.785  3.139  -1.031
H  2.611  3.738  -1.783
H  3.405  2.514  -2.682
H  0.903  2.240  -1.153
H  1.930  0.793  -1.371
C  -3.720  2.331  1.842
C  -2.334  1.797  1.499
C  -1.997  1.861  0.001
O  -2.603  0.856  -0.778
C  -3.931  1.125  -1.201
N  -2.202  0.434  2.025
H  -4.508  1.634  1.559
H  -3.805  2.490  2.917
H  -3.910  3.284  1.345
H  -1.605  2.429  2.019
H  -0.919  1.698  -0.107
H  -2.211  2.855  -0.414
H  -4.076  2.188  -1.413
H  -4.660  0.794  -0.459
H  -4.102  0.561  -2.116
H  -1.246  0.117  1.880
H  -2.754  -0.173  1.423
C  0.170  -3.578  4.844
C  -0.746  -2.420  4.459
C  -1.985  -2.284  5.354
O  -3.006  -3.222  5.088
C  -2.856  -4.484  5.715
N  -1.104  -2.542  3.043
H  -0.241  -4.541  4.543
H  1.136  -3.474  4.350
H  0.344  -3.602  5.922
H  -0.170  -1.496  4.578
H  -2.432  -1.306  5.161
H  -1.711  -2.308  6.418
H  -2.402  -4.388  6.705
H  -2.261  -5.166  5.103
H  -3.850  -4.914  5.828
H  -1.633  -1.718  2.775
H  -1.776  -3.301  2.965
C  -1.074  -0.719  -4.176
C  0.259  -1.256  -4.688
C  0.398  -1.209  -6.217
O  -0.306  -2.221  -6.904
C  -1.674  -1.950  -7.154
N  0.466  -2.607  -4.157
H  -1.889  -1.422  -4.344
H  -1.020  -0.540  -3.102
H  -1.328  0.226  -4.660
H  1.045  -0.615  -4.279
H  1.451  -1.372  -6.465
H  0.128  -0.219  -6.609
H  -1.842  -0.888  -7.355
H  -2.304  -2.270  -6.321
H  -1.966  -2.521  -8.035
H  1.395  -2.928  -4.414
H  -0.158  -3.235  -4.657

## Properties
* total energy: -2134.53845 hartree
* orbital gap: 7.30 eV
* net charge: +1
* F_max: 1.6 eV Å⁻¹


No. 2
Density functional theory data (ωB97M-V with the def2-TZVPD basis set) for C5H8O in the gas phase.

Geometry (Å):
O  1.711  -1.331  0.327
C  0.768  -0.487  -0.293
C  -0.705  -0.799  0.002
C  -1.398  0.544  -0.285
C  -0.439  1.688  -0.133
C  0.855  1.001  0.094
H  1.565  -1.284  1.281
H  0.967  -0.590  -1.367
H  -1.095  -1.639  -0.579
H  -0.805  -1.059  1.066
H  -1.657  0.633  -1.357
H  -2.344  0.718  0.239
H  0.815  1.069  1.207
H  1.763  1.536  -0.201

## Properties
* total energy: -270.42506 hartree
* orbital gap: 8.80 eV
* F_max: 0.5 eV Å⁻¹


No. 3
Density functional theory data (ωB97M-V with the def2-TZVPD basis set) for C31H29MoOS5Sb2 as an isolated structure.

Geometry (Å):
Mo  1.468  0.135  0.635
C  -1.538  0.750  -1.611
C  -1.110  -0.258  -2.680
C  -1.336  -1.708  -2.252
Sb  -0.253  -2.046  -0.402
C  -1.908  -1.893  0.947
C  -1.824  -1.249  2.175
C  -2.927  -1.175  3.019
C  -4.126  -1.757  2.642
C  -4.216  -2.422  1.426
C  -3.116  -2.491  0.585
C  -0.067  -4.148  -0.358
C  -0.452  -4.857  0.774
C  -0.361  -6.242  0.777
C  0.116  -6.913  -0.340
C  0.510  -6.204  -1.465
C  0.426  -4.819  -1.474
Sb  0.095  2.045  -1.064
C  -0.626  4.013  -1.139
C  -0.370  4.948  -0.144
C  -0.888  6.231  -0.261
C  -1.660  6.571  -1.362
C  -1.923  5.632  -2.351
C  -1.411  4.348  -2.241
C  1.384  1.991  -2.762
C  1.462  3.066  -3.643
C  2.318  3.018  -4.735
C  3.106  1.900  -4.956
C  3.050  0.831  -4.073
C  2.198  0.881  -2.980
H  -1.649  0.223  -0.663
H  -2.502  1.234  -1.760
H  -0.036  -0.184  -2.848
H  -1.559  -0.028  -3.648
H  -0.952  -2.395  -3.007
H  -2.374  -1.966  -2.052
H  -0.892  -0.807  2.502
H  -2.838  -0.669  3.971
H  -4.986  -1.704  3.297
H  -5.144  -2.895  1.133
H  -3.210  -3.040  -0.344
H  -0.833  -4.343  1.648
H  -0.667  -6.795  1.655
H  0.182  -7.993  -0.332
H  0.885  -6.726  -2.335
H  0.740  -4.276  -2.358
H  0.233  4.690  0.718
H  -0.688  6.963  0.510
H  -2.063  7.571  -1.450
H  -2.529  5.897  -3.206
H  -1.626  3.618  -3.014
H  0.863  3.954  -3.483
H  2.370  3.862  -5.411
H  3.773  1.866  -5.807
H  3.676  -0.038  -4.227
H  2.192  0.049  -2.290
O  2.984  -0.196  0.156
C  4.779  0.659  4.377
S  3.650  2.015  4.796
C  2.247  1.082  5.299
C  1.372  0.445  4.501
S  1.497  0.461  2.759
S  0.053  -0.412  5.250
C  0.464  -0.006  6.903
S  -0.406  -0.494  8.178
S  1.911  0.963  7.003
H  5.742  1.128  4.186
H  4.444  0.133  3.486
H  4.875  -0.024  5.218

## Properties
* total energy: -3813.23220 hartree
* orbital gap: 6.47 eV
* net charge: +1
* F_max: 1.4 eV Å⁻¹